Record 1
The following is a quantum chemistry calculation of a structure of composition C13H18BrI2NO4PS2, from OMol25.

Each line ends with the Mulliken charge.
Atoms and positions in Å:
C1 0.043 0.389 2.169  -0.8103
C2 0.923 0.664 1.163  -0.4007
N1 0.409 0.765 -0.185  0.9630
C3 0.192 1.944 -0.734  1.2017
C4 0.531 3.201 -0.081  -1.4293
I1 2.597 3.516 0.085  0.1775
C5 -0.345 4.105 0.360  0.4516
C6 0.053 5.395 1.007  -1.4706
I2 -2.399 3.784 0.181  0.2134
S1 -0.525 1.854 -2.288  0.0186
C7 -1.101 0.159 -1.884  0.6421
Br1 -1.471 -0.726 -3.565  0.1397
C8 -2.412 0.173 -1.106  -0.8774
O1 -3.388 0.806 -1.898  -0.2170
O2 -4.447 1.122 -0.980  -0.3837
C9 0.068 -0.411 -1.034  -0.1958
C10 -0.281 -1.708 -0.310  -1.5280
C11 0.819 -2.332 0.583  -0.6840
C12 1.196 -3.775 0.226  -0.3296
C13 1.877 -4.471 1.383  0.2278
O3 1.777 -5.636 1.632  -0.5337
O4 2.651 -3.629 2.126  -0.4418
P1 1.538 -0.794 -2.213  0.2056
S2 1.573 -2.571 -2.974  -0.2919
H1 -0.704 1.138 2.431  0.2554
H2 0.094 -0.544 2.719  0.3197
H3 1.982 0.864 1.308  0.3507
H4 0.612 5.212 1.925  0.3653
H5 0.726 5.925 0.330  0.3900
H6 -0.800 6.040 1.180  0.4295
H7 -2.314 0.724 -0.167  0.3313
H8 -2.684 -0.861 -0.884  0.4717
H9 -5.232 0.798 -1.442  0.3253
H10 -0.672 -2.431 -1.024  0.7773
H11 -1.119 -1.464 0.346  0.5436
H12 1.726 -1.730 0.622  0.3295
H13 0.445 -2.353 1.604  0.2202
H14 0.329 -4.365 -0.056  0.3682
H15 1.932 -3.798 -0.577  0.2205
H16 2.660 -3.973 3.029  0.3370
H17 2.671 -0.561 -1.417  0.1426
H18 1.546 0.186 -3.210  0.1752

Computed properties:
Net charge: +1

Record 2
The following is a quantum chemistry calculation of a cluster of 2 separate species, C19H38NO3 in total, from OMol25.

Each line ends with the Mulliken charge.
Atoms and positions in Å:
C1 1.480 -1.256 1.249  -0.6533
C2 2.955 -0.907 0.617  -0.1127
C3 2.968 -0.897 -1.050  -0.8114
C4 1.860 0.132 -1.685  -0.2831
C5 1.785 1.559 -0.861  -0.2565
C6 0.727 2.527 -1.659  -0.5318
C7 -0.628 2.916 -0.821  -0.7729
C8 -1.487 1.620 -0.268  0.3049
C9 -2.954 1.433 -1.049  -0.7013
N1 -2.612 1.144 -2.493  0.0615
C10 -3.708 0.474 -3.293  -0.5981
C11 -4.053 -0.998 -2.579  -0.5530
C12 -4.822 -0.606 -1.157  -0.9638
C13 -3.733 0.227 -0.259  0.6242
C14 -4.616 0.966 0.954  -0.8812
C15 -4.009 0.704 2.454  -0.3590
C16 -3.840 -0.872 2.872  -0.7956
H1 1.354 -2.412 1.498  0.3471
H2 0.573 -1.004 0.515  -0.0920
H3 1.296 -0.567 2.202  0.2150
H4 3.695 -1.793 0.922  0.0952
H5 3.450 0.075 1.073  0.2309
H6 4.040 -0.708 -1.500  0.2958
H7 2.665 -1.995 -1.404  0.2826
H8 2.076 0.357 -2.825  0.3836
H9 0.793 -0.363 -1.646  -0.0529
H10 1.435 1.460 0.251  0.1350
H11 2.866 2.040 -0.851  0.4211
H12 0.513 2.073 -2.739  0.1988
H13 1.304 3.551 -1.861  0.2776
H14 -0.297 3.567 0.109  0.3142
H15 -1.326 3.564 -1.527  0.3046
H16 -0.840 0.661 -0.561  -0.3432
H17 -1.592 1.584 0.904  0.1094
H18 -3.482 2.484 -0.983  0.2379
H19 -2.449 2.091 -2.953  0.4719
H20 -1.687 0.632 -2.612  0.4432
H21 -3.234 0.204 -4.347  0.3472
H22 -4.683 1.107 -3.431  0.3407
H23 -3.047 -1.583 -2.353  0.2748
H24 -4.718 -1.668 -3.274  0.3576
H25 -5.756 0.102 -1.383  0.3317
H26 -5.148 -1.597 -0.626  0.3016
H27 -2.936 -0.522 0.195  0.1841
H28 -4.721 2.119 0.774  0.2257
H29 -5.719 0.508 0.957  0.3664
H30 -3.033 1.349 2.550  0.2351
H31 -4.801 1.168 3.217  0.3545
H32 -2.720 -1.107 3.191  0.1807
H33 -4.132 -1.541 1.930  0.1987
H34 -4.496 -1.146 3.831  0.3019
C17 7.727 -2.233 2.740  -0.3652
C18 6.370 -1.611 2.806  -0.3427
O1 5.985 -1.524 1.447  -0.2188
C19 6.698 -2.472 0.771  0.6351
O2 6.495 -2.791 -0.388  -0.5420
O3 7.668 -3.017 1.563  -0.3127
H35 7.941 -2.858 3.611  0.3041
H36 8.523 -1.490 2.630  0.2603
H37 5.647 -2.238 3.339  0.2707
H38 6.389 -0.619 3.267  0.3176

Computed properties:
Net charge: +1
Relative energy (zero: lowest compared OMol25 entry of this formula, charge and spin): 208.0 kcal per mole

Record 3
The following is a quantum chemistry calculation of a cluster of 2 separate species, C2H5BrO in total, from OMol25.

Each line ends with the Mulliken charge.
Atoms and positions in Å:
C1 0.830 1.686 0.108  -0.4948
C2 0.930 0.415 0.372  -0.2217
O1 -1.482 -1.637 -0.555  -0.5688
Br1 0.710 -0.211 2.146  -0.1728
H1 0.463 2.286 0.969  0.2402
H2 0.953 1.868 -0.948  0.2503
H3 -1.177 -1.985 -1.458  0.3154
H4 1.087 -0.445 -0.141  0.3797
H5 -2.314 -1.976 -0.493  0.2724

Computed properties:
Net charge: 0
Relative energy (zero: lowest compared OMol25 entry of this formula, charge and spin): 29.4 kcal per mole

Record 4
The following is a quantum chemistry calculation of a cluster of 2 separate species, C2H7Cl2NSi in total, from OMol25.

Each line ends with the Mulliken charge.
Atoms and positions in Å:
C1 -1.455 -0.495 0.017  -0.8906
C2 0.829 0.509 -0.857  -0.7723
N1 -0.024 -0.597 -0.236  0.1663
Si1 0.664 -2.157 0.122  0.5354
Cl1 -0.763 -3.509 0.138  -0.1264
Cl2 4.398 0.161 0.122  -0.8669
H1 -1.741 0.335 0.665  0.3332
H2 -2.016 -0.300 -0.891  0.3200
H3 -1.834 -1.383 0.585  0.3046
H4 1.392 1.101 0.015  0.2485
H5 1.629 -0.028 -1.467  0.2857
H6 0.129 1.155 -1.338  0.3643
H7 2.145 -2.533 0.163  0.0981

Computed properties:
Net charge: 0
Relative energy (zero: lowest compared OMol25 entry of this formula, charge and spin): 123.5 kcal per mole

| no. | highest occupied orbital energy (Ha) |
| --- | --- |
| 1 | -0.4310 |
| 2 | -0.4633 |
| 3 | -0.3431 |
| 4 | -0.2565 |